Arrangement 1

The following is a DFT calculation (ωB97M-V/def2-TZVPD) of C33H47N8O4PS4Ta as an isolated structure.

```
98
Properties=species:S:1:pos:R:3:mulliken_charge:R:1
Ta -0.288 0.088 -0.309 1.316
C -0.954 1.931 -3.059 -1.209
C 0.531 1.932 -2.849 -0.213
N 0.779 1.848 -1.396 -0.131
C 0.710 3.205 -0.757 -0.706
C -0.646 3.595 -0.167 -1.121
S -1.702 2.203 0.328 0.216
C -3.084 2.287 -0.846 -0.922
C -3.003 1.297 -2.000 -0.542
N -1.600 0.857 -2.251 -0.581
H -1.219 1.825 -4.112 0.495
H -1.365 2.885 -2.731 0.577
H 0.983 2.834 -3.264 0.716
H 1.012 1.090 -3.331 -0.439
H 1.760 1.564 -1.259 0.190
H 0.992 3.946 -1.507 0.794
H 1.473 3.252 0.011 0.241
H -1.235 4.193 -0.860 0.596
H -0.496 4.202 0.725 0.637
H -3.141 3.325 -1.171 0.521
H -3.973 2.090 -0.250 0.571
H -3.382 1.766 -2.911 0.878
H -3.614 0.430 -1.806 0.069
H -1.691 0.022 -2.828 -0.003
N -6.341 -5.655 1.532 -0.415
C -5.457 -4.799 1.015 0.928
C -5.758 -4.077 -0.165 -1.026
C -4.856 -3.201 -0.695 -0.763
C -3.607 -3.017 -0.074 0.001
C -3.297 -3.718 1.107 -0.484
C -4.198 -4.595 1.639 -1.115
S -2.524 -1.912 -0.753 2.008
O -1.110 -2.325 -0.496 -0.342
O -2.840 -1.647 -2.129 -0.840
N -2.442 -0.457 0.039 -0.012
C -2.275 -0.666 1.421 -0.188
N -3.244 -0.834 2.282 -0.606
C -2.849 -1.052 3.539 -0.849
C -1.508 -1.117 3.913 -1.229
C -0.565 -0.870 2.941 -0.159
N -0.967 -0.646 1.685 0.931
H -7.233 -5.813 1.093 0.214
H -6.139 -6.184 2.364 0.216
H -6.713 -4.228 -0.651 0.373
H -5.092 -2.660 -1.602 0.559
H -2.350 -3.560 1.609 0.207
H -3.960 -5.141 2.542 0.378
H -3.636 -1.176 4.273 0.545
H -1.221 -1.307 4.936 0.596
H 0.500 -0.844 3.138 0.545
S 1.792 -1.526 0.455 -0.051
C 1.504 -2.993 1.270 0.528
N 0.507 -3.842 1.187 0.230
C 0.538 -4.981 2.112 -0.727
C 2.005 -5.179 2.466 -0.662
S 2.737 -3.512 2.369 0.010
H -0.262 -3.654 0.551 -0.046
H 0.118 -5.861 1.628 0.448
H -0.059 -4.740 2.996 0.301
H 2.521 -5.823 1.756 0.375
H 2.141 -5.570 3.471 0.465
C -0.300 -4.020 -2.937 -1.325
C 0.858 -3.204 -2.362 -0.629
P 0.801 -1.364 -2.495 0.893
C 2.554 -0.817 -2.737 0.150
C 3.614 -1.905 -2.922 -1.768
C -0.005 -1.187 -4.142 -0.985
C 0.818 -1.796 -5.283 -1.545
H -0.038 -5.076 -2.858 0.465
H -0.470 -3.823 -3.993 0.372
H -1.236 -3.868 -2.410 0.080
H 1.768 -3.471 -2.899 0.782
H 1.039 -3.463 -1.324 0.111
H 2.834 -0.208 -1.880 -0.100
H 2.561 -0.166 -3.615 0.712
H 3.658 -2.577 -2.066 0.350
H 4.587 -1.423 -3.012 0.448
H 3.457 -2.492 -3.826 0.419
H -0.197 -0.143 -4.373 0.580
H -0.978 -1.680 -4.061 0.506
H 1.755 -1.262 -5.435 0.353
H 0.251 -1.730 -6.211 0.437
H 1.050 -2.847 -5.115 0.378
O 2.941 1.033 -0.067 -0.695
C 2.356 1.326 0.964 -0.126
N 0.974 1.145 1.146 2.178
C 0.637 1.757 2.391 -0.646
O -0.482 1.853 2.831 -0.556
C 1.889 2.234 3.024 0.142
C 2.091 2.873 4.229 -0.612
C 3.406 3.215 4.544 -0.633
C 4.459 2.930 3.676 -0.674
C 4.240 2.294 2.457 -0.562
C 2.935 1.954 2.161 0.109
H 1.270 3.103 4.895 0.577
H 3.615 3.717 5.479 0.469
H 5.464 3.215 3.956 0.468
H 5.052 2.078 1.775 0.578
```

Properties
- Gap between HOMO and LUMO: 6.72 eV
- LUMO level: -0.322 Ha
- Total charge: +3

---

Arrangement 2

The following is a DFT calculation (ωB97M-V/def2-TZVPD) of C33H47N8O4PS4Ta as an isolated structure.

```
98
Properties=species:S:1:pos:R:3:mulliken_charge:R:1
Ta -0.295 0.443 -0.351 0.978
C -2.143 2.176 -1.927 -0.381
C -3.225 1.232 -1.451 -0.884
N -2.607 0.118 -0.672 -0.677
C -3.424 -0.274 0.511 -0.824
C -3.378 0.797 1.581 -0.869
S -1.629 1.182 1.869 0.399
C -1.544 2.968 1.655 -0.941
C -1.895 3.365 0.240 -0.699
N -1.229 2.485 -0.779 0.156
H -2.561 3.095 -2.337 0.702
H -1.548 1.706 -2.715 -0.040
H -3.770 0.817 -2.299 0.572
H -3.950 1.754 -0.831 0.424
H -2.680 -0.690 -1.302 0.303
H -3.007 -1.214 0.877 -0.017
H -4.450 -0.474 0.193 0.589
H -3.798 0.428 2.515 0.701
H -3.917 1.705 1.314 0.465
H -0.517 3.228 1.906 0.154
H -2.201 3.454 2.375 0.644
H -1.602 4.398 0.048 0.412
H -2.971 3.309 0.089 0.583
H -0.452 3.041 -1.128 -0.589
N 0.418 -1.068 7.477 -0.425
C 0.628 -0.894 6.165 1.084
C -0.376 -1.223 5.222 -0.992
C -0.166 -1.035 3.884 -0.120
C 1.057 -0.512 3.441 -0.091
C 2.083 -0.222 4.357 -0.631
C 1.866 -0.398 5.694 -0.931
S 1.412 -0.373 1.779 1.658
O 0.202 -0.974 1.053 -0.381
O 2.703 -0.856 1.456 -0.769
N 1.115 1.078 1.060 0.397
C 1.892 2.205 1.299 0.293
N 2.823 2.115 2.236 -0.539
C 3.557 3.204 2.451 -0.517
C 3.358 4.378 1.739 -0.987
C 2.349 4.359 0.797 -0.380
N 1.598 3.276 0.563 0.278
H -0.441 -1.455 7.825 0.206
H 1.140 -0.876 8.150 0.212
H -1.307 -1.655 5.567 0.356
H -0.918 -1.343 3.170 0.332
H 3.038 0.134 3.998 0.579
H 2.654 -0.177 6.402 0.341
H 4.321 3.129 3.215 0.533
H 3.954 5.260 1.915 0.498
H 2.125 5.242 0.208 0.515
S -1.760 -3.480 0.240 -0.209
C -2.493 -4.412 1.407 0.155
N -2.545 -5.734 1.436 -0.168
C -3.068 -6.366 2.646 -0.592
C -4.025 -5.346 3.249 -0.520
S -3.295 -3.735 2.807 -0.072
H -2.097 -6.264 0.703 0.240
H -2.244 -6.585 3.328 0.282
H -3.577 -7.294 2.397 0.349
H -4.101 -5.439 4.328 0.401
H -5.017 -5.407 2.807 0.320
C 0.144 4.042 -3.423 -1.256
C 1.322 3.423 -2.664 -0.877
P 1.371 1.623 -2.252 0.772
C 1.160 0.841 -3.906 0.035
C 2.415 0.806 -4.778 -1.605
C 3.112 1.358 -1.714 -0.269
C 4.136 2.414 -2.120 -1.747
H 0.495 4.917 -3.967 0.450
H -0.647 4.399 -2.762 0.293
H -0.300 3.374 -4.160 0.279
H 1.535 3.970 -1.745 0.095
H 2.221 3.535 -3.275 0.887
H 0.386 1.427 -4.408 0.493
H 0.742 -0.158 -3.796 0.091
H 2.780 1.807 -5.004 0.372
H 2.175 0.327 -5.726 0.480
H 3.222 0.239 -4.316 0.342
H 3.387 0.380 -2.106 0.620
H 3.108 1.228 -0.633 0.221
H 4.185 2.565 -3.197 0.311
H 5.121 2.080 -1.797 0.453
H 3.946 3.377 -1.645 0.367
O 1.523 -0.804 -1.136 -0.733
C 0.739 -1.522 -1.786 -0.244
N -0.545 -1.069 -1.767 1.513
C -1.335 -1.936 -2.588 -0.468
O -2.507 -1.760 -2.788 -0.592
C -0.405 -2.966 -3.111 0.647
C -0.650 -4.031 -3.947 -0.953
C 0.437 -4.846 -4.265 -0.595
C 1.710 -4.599 -3.758 -0.859
C 1.956 -3.522 -2.911 -0.391
C 0.878 -2.713 -2.605 0.800
H -1.640 -4.229 -4.336 0.582
H 0.290 -5.694 -4.921 0.473
H 2.522 -5.261 -4.029 0.500
H 2.942 -3.334 -2.509 0.649
```

Properties
- Gap between HOMO and LUMO: 5.86 eV
- LUMO level: -0.335 Ha
- Total charge: +3

---

It turns out arrangement 2 is the most stable, with the second structure 0.405 eV higher.